Record 1
H80O40 | ωB97M-V/def2-TZVPD

Atoms and positions in Å:
H: 2.4337 -4.0295 1.8210
H: 2.9418 -4.6033 3.1428
O: 3.0191 -4.6763 2.2021
H: -4.9238 -0.7393 1.8740
H: -3.9741 -1.8853 2.2987
O: -4.6908 -1.3812 2.5828
H: 2.3991 1.2154 -0.8330
H: 2.1506 -0.2132 -1.0144
O: 2.1099 0.4699 -0.3141
H: -0.5493 -3.3072 0.6508
H: -1.4285 -2.1896 0.8182
O: -0.5040 -2.3448 0.7779
H: -4.9712 -3.4523 -0.5965
H: -5.7802 -2.5448 -1.4757
O: -5.7966 -3.3450 -1.0065
H: -0.6807 2.7796 1.8106
O: -1.1192 1.9492 1.7648
H: 1.5540 -4.1669 4.5800
O: 2.4075 -3.9935 5.0982
H: -0.6891 3.8505 -1.5791
H: -1.0007 2.8213 -2.6706
O: -1.3937 3.3038 -1.9530
H: -1.1610 -2.4760 3.4933
H: -2.1793 -2.4945 4.5809
O: -1.4331 -3.0324 4.2838
H: 2.3440 0.7089 -3.8806
H: 3.8507 0.8986 -3.2476
O: 2.9238 1.0059 -3.1725
H: 2.8486 -1.0571 -5.2665
H: 1.9078 -2.1652 -5.0410
O: 2.5988 -1.6963 -4.5838
H: -2.8082 -0.8539 -5.7009
O: -1.8704 -1.1352 -5.7129
H: 0.1083 0.6288 5.2328
H: 1.4715 1.2825 4.9902
O: 0.6382 1.4352 5.5262
H: 0.7121 -2.4509 3.1332
H: 2.2022 -2.1018 2.6122
O: 1.6089 -2.3152 3.3364
H: 1.9291 -0.1861 3.6421
H: 1.9605 0.1860 2.1496
O: 1.9591 0.5304 3.0310
H: 1.3184 5.4771 0.2815
H: -0.0024 5.0868 -0.0049
O: 0.8494 4.9591 -0.4139
H: -1.0061 -0.9257 -1.9120
H: -0.8733 -1.7405 -3.2844
O: -1.6033 -1.3734 -2.6607
H: -0.9218 -4.6443 3.4313
H: -0.2603 -5.7300 3.7691
O: -0.0532 -5.0011 3.2011
H: 3.9060 -3.8286 -0.1095
O: 3.2696 -3.7052 -0.8525
H: -4.5415 1.8842 0.4039
H: -5.5922 1.0152 0.0709
O: -5.1584 1.3457 0.8475
H: -3.8625 3.9919 1.9468
O: -3.7586 4.4092 1.0967
H: -4.2642 4.9722 -1.6768
H: -3.0071 5.3561 -1.0348
O: -3.9368 5.6576 -1.0195
H: 2.0364 5.0621 2.6320
H: 0.6283 5.7207 3.0910
O: 1.4101 5.7793 2.5512
H: 3.5195 3.9260 -0.5560
H: 4.8633 4.6826 -0.5362
O: 4.3886 3.9067 -0.2294
H: -1.1365 -5.4377 -0.5648
H: 0.0629 -6.1798 -0.9032
O: -0.3259 -5.3551 -1.0372
H: -1.4670 3.1414 -4.0532
H: -0.7750 3.1894 -5.4672
O: -0.5720 3.3282 -4.4753
H: 2.5477 -1.4857 -2.7674
H: 2.0498 -2.1917 -1.4434
O: 1.8905 -1.4435 -2.0405
H: 2.3511 4.0348 4.0327
H: 2.9845 2.8813 3.6995
O: 2.5917 3.6233 3.2238
H: -4.2530 2.0669 -3.1758
H: -3.0166 1.2030 -3.1855
O: -3.2618 2.1226 -3.1930
H: 1.0552 -2.3200 -3.1768
H: 0.5463 -3.8461 -3.4017
O: 0.4785 -2.9522 -3.5902
H: -2.3907 1.7284 -1.6987
H: -2.3557 0.5027 -0.8569
O: -2.9109 1.1979 -1.0838
H: -0.8603 6.1015 1.9019
O: -1.1054 5.2894 2.3203
H: 5.7072 -0.4592 -0.9407
H: 5.6096 -0.8046 -2.2988
O: 6.2901 -0.8160 -1.6153
H: 3.4429 -4.3562 -1.5611
H: -1.1703 1.5530 0.8977
H: -2.8797 4.7700 0.9186
H: 2.3001 -3.0457 5.1272
H: -1.7661 -1.4370 -4.8004
H: -1.8417 5.3735 2.8697
O: 4.8321 0.1436 4.6231
H: 4.7370 0.3326 3.6993
H: 4.5289 -0.6946 4.9655
O: -2.4801 -3.0703 -0.8375
H: -2.4813 -2.3189 -1.4745
H: -3.2335 -3.6019 -1.2092
O: -0.2936 -0.3400 -0.5763
H: -0.7204 -0.8432 0.0855
H: 0.5577 -0.0345 -0.2620
O: 4.3520 0.9851 1.7820
H: 4.6247 1.4468 0.9916
H: 3.5169 1.3006 2.0719
O: -3.9668 -1.6508 -4.1811
H: -3.0959 -1.3545 -3.8419
H: -3.6900 -2.5419 -4.4883
O: -1.8072 -0.6779 3.1070
H: -1.9170 0.3039 3.1620
H: -2.6566 -0.8929 2.6896
O: 0.6082 -0.8149 -6.1848
H: 0.5854 -1.6591 -5.8447
H: 0.3538 -0.4224 -7.0040

Values from the calculation:
* frontier orbital gap: 0.37483 Eh
* strongest force on any atom: 4.92 eV/Å

Record 2
H80O40 | ωB97M-V/def2-TZVPD

Atoms and positions in Å:
H: 2.7389 -3.7759 1.8177
H: 4.1186 -3.8083 1.7962
O: 3.4485 -3.1145 1.7978
H: 5.6126 -1.3556 -0.6877
H: 4.3882 -1.7237 -1.0265
O: 5.2436 -1.7527 -1.4996
H: -0.8304 5.5097 -4.6698
H: -0.8700 4.2240 -3.6638
O: -1.2431 4.6916 -4.4013
H: 1.4011 2.4890 4.9713
H: 1.4217 1.2310 4.7117
O: 1.4147 1.7385 5.5665
H: -0.2388 -1.8407 1.8693
H: -1.2341 -0.7222 2.4202
O: -0.7043 -1.4966 2.6391
H: 1.5849 -0.1327 0.9880
O: 1.3061 0.6793 1.4195
H: -2.8922 2.2965 2.2697
O: -2.9807 2.0899 3.2121
H: -4.5992 3.6774 -0.2578
H: -3.5785 4.7780 0.0675
O: -4.3977 4.5938 -0.3973
H: 4.4487 4.8893 0.3921
H: 5.0342 3.6225 -0.1105
O: 4.5384 4.3861 -0.4283
H: 5.4653 -1.2008 2.0603
H: 4.4553 -1.5491 3.0726
O: 5.3833 -1.2754 3.0202
H: 1.4977 -2.2892 5.7562
H: 1.4175 -3.6812 5.6239
O: 0.7992 -2.9608 5.8375
H: -1.5378 0.7295 5.4839
O: -1.0868 0.0462 5.9778
H: 2.7578 2.9187 -4.9925
H: 2.4229 3.5769 -3.6943
O: 2.0668 2.9479 -4.3183
H: 4.2275 0.5197 1.4996
H: 4.1055 0.9388 -0.0427
O: 4.5089 0.3628 0.5970
H: -4.1890 -1.4912 -1.5628
H: -5.3173 -2.4779 -1.5270
O: -4.4899 -2.3192 -1.9810
H: 3.0410 1.2529 -3.9363
H: 3.7453 -0.0433 -4.1931
O: 3.9235 0.8986 -4.1102
H: 0.5821 -3.6588 -0.4414
H: 0.9110 -2.1675 -0.7279
O: 0.3943 -2.7303 -0.1540
H: -0.2591 0.2217 -1.9113
H: 0.4410 -0.2811 -0.6260
O: 0.2036 -0.5276 -1.5255
H: -0.7664 2.3739 -4.3592
O: -0.6304 2.1261 -3.4338
H: -0.6653 4.6759 4.2473
H: 0.6601 4.4418 4.7876
O: 0.2342 5.0145 4.1468
H: -6.0688 -1.5332 -0.1734
O: -5.4372 -1.0364 0.3354
H: 2.5445 -1.7375 -4.4206
H: 3.2985 -2.7986 -3.5056
O: 2.9912 -1.8965 -3.5851
H: 2.4492 2.5140 -1.2919
H: 1.0921 1.7306 -1.4404
O: 1.5654 2.5400 -1.6202
H: -0.8933 -0.3948 -5.9022
H: -1.2996 0.3171 -4.7856
O: -0.6409 0.4493 -5.4930
H: -1.1272 -1.8834 -2.2982
H: -2.6246 -1.8333 -2.4121
O: -1.8441 -2.1514 -2.8833
H: 3.0322 -0.5417 -2.4264
H: 3.7415 0.7687 -1.9984
O: 2.9694 0.2475 -1.8679
H: -1.2045 -4.9787 -4.3544
H: -1.7266 -3.9169 -5.3011
O: -0.9336 -4.3709 -5.0482
H: -4.4489 -4.1374 -0.9392
H: -3.0607 -3.6184 -0.8953
O: -3.5572 -4.4365 -0.7798
H: -4.4614 -4.2500 1.7376
H: -3.3424 -3.4946 1.0818
O: -3.9457 -3.4438 1.8445
H: 2.7413 0.1257 5.1763
H: 3.2081 0.4671 3.8666
O: 2.6634 -0.2217 4.2710
H: -2.8303 1.2898 -1.9410
H: -1.9986 0.2418 -1.2486
O: -2.9125 0.4579 -1.4584
H: 0.1981 3.8620 -0.1773
O: -0.5243 4.0453 -0.7907
H: -4.0636 -2.7217 4.6519
H: -3.1715 -2.1415 3.5151
O: -3.4775 -1.9993 4.4190
H: 0.1114 1.5969 -3.1890
H: 0.9429 0.5072 2.2885
H: -4.8335 -1.4916 0.9148
H: -3.2067 2.9438 3.5514
H: -1.6227 -0.5444 6.4939
H: -0.1660 3.6229 -1.5658
O: -2.2680 2.4833 -5.4997
H: -2.3516 3.4326 -5.2956
H: -1.4131 2.1990 -5.8759
O: -0.6143 1.5393 0.0866
H: -1.2159 2.3027 0.0805
H: -0.0269 1.8186 0.8312
O: -3.8472 1.9523 0.5542
H: -4.6168 2.0635 1.0902
H: -3.8572 1.3964 -0.2428
O: 2.3217 3.4698 1.5268
H: 3.0705 3.6103 0.9322
H: 2.3988 4.1480 2.2043
O: 0.6327 -5.2940 0.1616
H: -0.2061 -5.5179 0.5852
H: 1.1879 -5.2926 0.9440
O: 0.5599 -3.7786 2.9775
H: -0.3614 -3.9808 3.0870
H: 0.8196 -3.3088 3.7520
O: -2.1629 -1.6516 -0.1988
H: -2.4482 -1.5461 0.6796
H: -1.1600 -1.7645 -0.1045

Values from the calculation:
* frontier orbital gap: 0.36958 Eh
* strongest force on any atom: 2.52 eV/Å

> frontier orbital gap of number 2 (H80O40)?

0.36958 Eh

> The highest frontier orbital gap belongs to which entry?

number 1

> Which of these has the highest frontier orbital gap?

number 1

> Look up the strongest force on any atom of the second one.

2.52 eV/Å